Computed, not measured: the molecule C9H8BrN3O2, with ωB97M-V with the def2-TZVPD basis set.

The calculation puts the highest occupied orbital energy at -9.37 eV. As for the gap between HOMO and LUMO: 9.0 eV. As for the spin multiplicity: 1. As for the SMILES: O=[N+]([O-])[C@@]1(Br)N=NC[C@H]1c1ccccc1.

CARTESIAN COORDINATES (ANGSTROEM)
O: 1.4411 -1.7418 2.0544
N: 1.8945 -1.0215 1.2183
O: 2.5168 -1.4130 0.2651
C: 1.6704 0.4341 1.3502
Br: 0.9881 0.7347 3.1991
N: 2.8024 1.1530 1.0158
N: 2.7634 1.8506 0.0096
C: 1.4283 1.7292 -0.6825
C: 0.5334 1.0567 0.3302
C: -0.5519 0.1107 -0.0024
C: -1.7727 0.1120 0.7044
C: -2.7055 -0.7689 0.0720
C: -2.5193 -1.5449 -1.0727
C: -1.3431 -1.4328 -1.7516
C: -0.4285 -0.5832 -1.2163
H: 1.6508 1.3014 -1.6315
H: 1.3325 2.7449 -0.9325
H: 0.0115 1.8518 0.8904
H: -2.1221 0.7383 1.5015
H: -3.7312 -0.6879 0.2904
H: -3.4383 -2.0540 -1.3586
H: -1.1158 -1.9350 -2.6380
H: 0.6955 -0.6344 -1.6151

---

Computed, not measured: a structure of composition C9H8EuN2O5S, with ωB97M-V with the def2-TZVPD basis set.

The calculation puts the highest occupied orbital energy (alpha / beta) at -16.27 / -16.52 eV. As for the gap between HOMO and LUMO (alpha / beta): 8.5 / 8.9 eV. Its total charge is +2. As for the spin multiplicity: 8. As for the expectation value of S²: 15.7598.

CARTESIAN COORDINATES (ANGSTROEM)
O: -3.9854 -2.5826 -4.9820
C: -3.3398 -2.0839 -4.1908
Eu: -0.8951 0.0004 -1.2224
O: -4.4330 1.7589 -2.2755
C: -3.4501 1.1880 -2.0702
C: 0.1289 -2.3729 -2.3785
O: 0.7809 -3.2874 -2.6422
C: -0.5982 0.6956 -4.0627
O: -0.3351 1.0606 -5.1221
C: -2.8342 -1.8412 -0.3115
O: -3.5110 -2.5374 0.3463
S: -0.0179 2.3894 -0.4055
C: 0.6680 1.1790 0.7163
N: 1.9024 0.6524 0.5080
C: 2.8456 0.4429 1.6442
C: 2.0894 -0.1369 2.8531
C: 0.7980 0.6528 3.1402
N: 0.0328 0.8678 1.8795
H: 2.2642 0.9934 -0.3948
H: 3.3028 1.4075 1.9461
H: 3.6073 -0.2506 1.2660
H: 2.7493 -0.0905 3.7407
H: 1.8689 -1.2087 2.6975
H: 1.0942 1.6216 3.5900
H: 0.1276 0.1036 3.8136
H: -0.8606 1.3780 1.9164

---

Computed, not measured: a cluster of 2 separate species, C9H8F4N2 in total, with ωB97M-V with the def2-TZVPD basis set.

The calculation puts the highest occupied orbital energy at -9.02 eV. As for the gap between HOMO and LUMO: 8.6 eV. As for the spin multiplicity: 1.

CARTESIAN COORDINATES (ANGSTROEM)
C: -2.5343 1.2577 1.7564
C: -1.3263 1.8569 1.4067
C: -2.8912 0.1305 1.0293
C: -0.4090 1.2450 0.5286
C: -1.9785 -0.5236 0.1632
C: -0.7328 0.0606 -0.1367
C: 1.9912 -1.1812 -0.0146
C: 3.1575 -0.5251 -0.5558
C: 0.1798 -0.6317 -1.0347
N: 1.8440 -1.7344 1.0788
N: 0.7304 0.2320 -2.0543
F: -0.1063 -1.9307 -1.3652
F: 0.5824 -2.0277 1.4541
F: -0.3515 0.8367 -2.7871
F: 1.4070 -0.4275 -3.0671
H: -3.1830 1.6453 2.5203
H: -1.1104 2.8385 1.8044
H: -3.8388 -0.3556 1.3925
H: 0.5357 1.7801 0.2493
H: -2.1507 -1.5416 -0.2011
H: 2.6127 0.3845 -1.0077
H: 3.6697 -0.9783 -1.3416
H: 3.9025 -0.4106 0.1821

---

Computed, not measured: a structure of composition C9H8F6IrNO4S2, with ωB97M-V with the def2-TZVPD basis set.

The calculation puts the highest occupied orbital energy at -17.85 eV. As for the gap between HOMO and LUMO: 7.5 eV. Its total charge is +2. As for the spin multiplicity: 1.

CARTESIAN COORDINATES (ANGSTROEM)
Ir: -0.5701 -0.7333 0.2864
C: 0.6141 -3.9853 0.4859
C: 0.0394 -2.7753 1.1436
C: 0.8516 -1.7668 1.6823
C: 0.2711 -0.5860 2.2358
C: -1.1467 -0.4726 2.3786
C: -1.9825 -1.4786 1.8546
C: -1.3900 -2.5666 1.1760
H: 0.7743 -4.7423 1.2596
H: 1.5742 -3.7729 0.0193
H: -0.0676 -4.4021 -0.2527
H: 1.9268 -1.8398 1.5658
H: 0.9042 0.2464 2.5204
H: -1.5732 0.4549 2.7435
H: -3.0576 -1.3517 1.8466
H: -2.0353 -3.2686 0.6602
F: 2.6026 2.8240 -3.1176
C: 3.2614 2.2885 -2.1013
F: 3.4789 3.1884 -1.1792
F: 4.3703 1.7407 -2.5006
S: 0.9059 1.1793 -1.8196
O: 0.6809 -0.2319 -1.1383
O: 2.4660 1.2346 -1.5216
N: 0.3910 2.2496 -0.7524
S: -1.0919 2.3400 -0.3105
O: -1.3041 3.1386 0.8336
O: -1.6363 0.9165 -0.1737
C: -2.1511 2.9528 -1.7195
F: -3.4105 2.8516 -1.3735
F: -1.8112 4.1922 -1.9679
F: -1.8848 2.1756 -2.7636

---

Computed, not measured: a structure of composition C9H8I2O, with ωB97M-V with the def2-TZVPD basis set.

The calculation puts the highest occupied orbital energy at -7.75 eV. As for the gap between HOMO and LUMO: 8.0 eV. As for the spin multiplicity: 1.

CARTESIAN COORDINATES (ANGSTROEM)
C: 1.5428 -1.4786 -1.7852
C: 1.9734 -0.1843 -1.5474
C: 0.2765 -1.8468 -1.4068
C: 1.1657 0.6807 -0.7676
C: -0.5720 -0.9871 -0.6954
C: -0.0657 0.2351 -0.2400
C: -0.8907 1.0140 0.6871
C: -1.3366 2.3492 0.2056
C: -0.6124 -0.3769 2.6295
O: -1.3058 0.6574 1.8898
I: -2.6555 3.2676 1.4995
I: -1.1545 2.9248 -1.8103
H: 2.1019 -2.1708 -2.3881
H: 2.9076 0.0070 -2.0598
H: 0.1026 -2.8133 -1.7626
H: 1.6075 1.6345 -0.4436
H: -1.5441 -1.2358 -0.3695
H: -0.5077 -1.3539 2.0472
H: -1.3429 -0.3494 3.5529
H: 0.3102 0.0264 2.7645

---

Computed, not measured: the molecule C9H8N2, with ωB97M-V with the def2-TZVPD basis set.

The calculation puts the highest occupied orbital energy at -8.63 eV. As for the gap between HOMO and LUMO: 8.1 eV. As for the spin multiplicity: 1. As for the SMILES: Cc1ncc2ccccc2n1.

CARTESIAN COORDINATES (ANGSTROEM)
C: 1.4054 3.1117 -1.0585
C: 1.0155 1.6342 -0.5430
N: 2.0508 0.8391 -0.0193
C: 1.7817 -0.4802 0.3659
C: 0.4588 -1.0972 0.1195
C: -0.0337 -2.4192 0.6121
C: -1.5409 -2.3768 0.9907
C: -2.3339 -1.5127 0.2950
C: -1.9272 -0.2904 -0.1436
C: -0.4553 -0.1271 -0.3509
N: -0.2760 1.2239 -0.6281
H: 1.8691 3.6786 -0.2627
H: 2.1189 3.4026 -1.8234
H: 0.4234 3.3741 -1.3784
H: 2.5521 -1.1746 0.9999
H: 0.5104 -3.0044 1.3298
H: -1.8498 -3.3213 1.3355
H: -3.1700 -1.9268 0.5902
H: -2.5993 0.4665 -0.4305

---

Computed, not measured: the molecule C9H8N2, with ωB97M-V with the def2-TZVPD basis set.

The calculation puts the highest occupied orbital energy at -8.47 eV. As for the gap between HOMO and LUMO: 8.2 eV. As for the spin multiplicity: 1. As for the SMILES: [H]/N=C1\C(C)=Nc2ccccc21.

CARTESIAN COORDINATES (ANGSTROEM)
H: -2.5998 1.7211 -0.9649
N: -1.6272 1.5684 -1.1809
C: -1.0015 0.8076 -0.4267
C: -1.6159 -0.5924 0.6127
C: -3.0629 -0.6804 0.7235
N: -0.5718 -1.1776 1.0012
C: 0.6128 -0.6238 0.5254
C: 1.8638 -1.1635 0.6713
C: 2.9333 -0.5282 0.0545
C: 2.7435 0.7022 -0.7144
C: 1.4633 1.2692 -0.8581
C: 0.4237 0.6158 -0.1888
H: -3.2843 -0.8669 1.7687
H: -3.5208 -1.4489 0.0956
H: -3.4211 0.2695 0.2594
H: 2.0249 -2.1323 1.1613
H: 3.8493 -1.0349 0.3481
H: 3.6025 1.2390 -1.2237
H: 1.1883 2.0561 -1.6640

---

Computed, not measured: the molecule C9H8N2O, with ωB97M-V with the def2-TZVPD basis set.

The calculation puts the highest occupied orbital energy (alpha / beta) at -7.93 / -7.93 eV. As for the gap between HOMO and LUMO (alpha / beta): 7.7 / 7.7 eV. As for the spin multiplicity: 1. As for the SMILES: C=C1c2ccccc2C(=O)N1N.

CARTESIAN COORDINATES (ANGSTROEM)
C: -1.3200 2.1285 -0.0315
C: -0.9268 0.9103 0.0606
C: 0.4706 0.3828 0.1238
C: 1.5961 1.0773 -0.0731
C: 2.7551 0.2703 -0.1038
C: 2.6757 -1.1173 -0.0357
C: 1.4840 -1.8000 0.0276
C: 0.3557 -1.0731 0.0333
C: -0.9604 -1.4952 0.0290
O: -1.5516 -2.4981 -0.1876
N: -1.8029 -0.1480 0.0559
N: -3.2251 0.0034 -0.1882
H: -2.3179 2.4602 0.1882
H: -0.5860 2.9019 0.0694
H: 1.8263 2.1934 -0.0738
H: 3.7075 0.7861 -0.1878
H: 3.5386 -1.7490 -0.0470
H: 1.5798 -2.8930 -0.1587
H: -3.6691 0.5930 0.5804
H: -3.6295 -0.9334 -0.0808

---

Across the entries above, DFT total energy takes the values -3236.31699, -1941.41090, -856.41431, -2202.64514, -1018.27580, -457.11649, -457.18547, -532.42894 Eh, respectively.
Across the entries above, ΔE to the lowest compared entry with this formula, charge and spin takes the values 134.76, 0.00, 46.83, 0.00, 7.34, 101.77, 58.49, 61.39 kcal/mol, respectively.